(1)
67
Properties=species:S:1:pos:R:3:forces:R:3 method="wB97M-V/def2-TZVPD" spin_multiplicity=4 charge=-1 s2=3.78 e_above_lowest_kj_mol=0.0 homo_ev="-5.265 / -5.323" orbital_gap_ev="6.85 / 6.85" lumo_energy_ev="1.59 / 1.53" molar_mass_g_mol=967.9 energy_ev=-116662.75417
Re 0.42088 -0.15796 -0.20705 0.11 -0.55 0.53
O 0.63260 0.23796 -3.15711 -0.14 -0.02 -0.02
S 1.90366 0.81784 -2.75904 -0.44 -0.31 -0.02
O 2.98394 0.58833 -3.66816 0.47 0.31 0.30
O 2.20452 0.44214 -1.32494 -0.31 -0.07 -0.33
C 1.56346 2.55663 -2.63883 -0.16 0.10 0.07
C 2.51308 3.45183 -3.10329 -0.16 -0.07 -0.01
C 2.24946 4.81267 -3.05489 -0.04 0.06 0.02
C 1.04005 5.25891 -2.54748 0.05 0.06 -0.02
C 0.09944 4.35666 -2.06666 -0.02 0.00 0.05
C 0.33607 2.98658 -2.09435 0.27 -0.16 0.07
P -0.88477 1.77153 -1.40355 -0.22 0.36 -0.26
C -2.06997 1.54552 -2.78094 0.19 -0.01 -0.19
C -2.55565 0.28246 -3.08799 0.00 -0.05 0.06
C -3.47391 0.11625 -4.11926 0.02 0.05 0.06
C -3.89514 1.20953 -4.85814 0.02 0.01 0.03
C -3.41258 2.47940 -4.55525 0.00 -0.05 0.04
C -2.50855 2.64657 -3.51940 -0.03 -0.07 0.00
C -1.93791 2.71955 -0.24217 0.00 -0.03 0.06
C -1.44972 3.68143 0.64325 -0.03 -0.02 0.01
C -2.28913 4.25633 1.58689 -0.01 -0.05 -0.01
C -3.61882 3.86485 1.67244 0.05 0.04 -0.02
C -4.10933 2.89582 0.81029 0.04 -0.04 -0.02
C -3.27629 2.32802 -0.14316 0.01 -0.02 -0.07
H 3.43730 3.06493 -3.51286 -0.03 0.00 0.01
H 2.98382 5.52255 -3.41524 -0.01 -0.02 0.00
H 0.82426 6.32084 -2.51617 0.00 -0.05 0.01
H -0.82685 4.73223 -1.65209 0.00 -0.01 0.00
H -2.23103 -0.57807 -2.51707 -0.01 0.03 -0.02
H -3.86228 -0.87295 -4.32531 0.01 0.02 -0.01
H -4.60318 1.07880 -5.66772 0.00 0.00 0.02
H -3.74650 3.34059 -5.12180 0.01 -0.02 0.00
H -2.14954 3.64090 -3.28785 0.02 0.00 0.01
H -0.40747 3.96826 0.61978 0.03 0.00 0.00
H -1.88925 4.98618 2.27923 0.00 -0.01 -0.02
H -4.26754 4.30793 2.41873 0.03 -0.03 0.00
H -5.13742 2.56207 0.88644 0.05 0.00 -0.03
H -3.67121 1.56263 -0.80383 -0.01 0.03 0.09
S -0.00945 2.48068 3.92465 0.00 -0.04 -0.02
C -0.11802 1.44021 2.64901 -0.04 -0.05 0.05
S 1.04269 1.51848 1.36221 0.10 -0.02 -0.36
S -1.38511 0.27973 2.61041 -0.10 0.06 -0.01
C -3.45914 -4.79151 1.23159 0.05 -0.04 -0.02
C -2.07123 -4.68592 0.69222 -0.17 0.11 0.00
C -1.10111 -5.62072 0.95385 -0.08 -0.07 0.07
C 0.15554 -5.43503 0.39408 0.28 0.11 -0.16
N 0.43351 -4.39020 -0.38403 -0.06 -0.10 0.02
C -0.50983 -3.47944 -0.62316 0.24 0.02 -0.01
S -0.14805 -2.14134 -1.67069 -0.15 0.17 0.02
N -1.74711 -3.63258 -0.08962 -0.29 -0.15 0.11
C 1.28486 -6.38333 0.65982 -0.03 0.05 -0.04
H -3.53378 -5.66809 1.87521 0.01 0.06 -0.04
H -4.17869 -4.86595 0.41548 0.01 0.03 0.01
H -3.73031 -3.89188 1.78242 0.00 0.03 0.00
H -1.32220 -6.47387 1.57953 0.00 0.03 -0.01
H -2.51417 -2.92519 -0.27674 0.21 -0.05 -0.05
H 0.92898 -7.34638 1.02318 0.00 0.02 0.00
H 1.94211 -5.94557 1.41537 -0.02 0.00 -0.02
H 1.87502 -6.51459 -0.24615 -0.03 0.01 0.03
I -4.52890 -1.67188 -0.28401 -0.20 -0.04 -0.16
C -1.26336 -0.59114 1.02543 0.37 0.51 0.17
H -2.18244 -0.35425 0.48611 -0.01 -0.04 -0.03
H -1.31965 -1.64692 1.28816 0.07 -0.05 0.03
F 1.56538 -1.30078 2.34452 -0.01 -0.04 -0.13
C 1.54618 -1.57086 0.98448 0.60 0.47 0.09
F 2.88267 -1.56636 0.58305 -0.37 -0.01 0.18
H 1.23434 -2.60241 0.91743 -0.12 -0.35 -0.08

(2)
65
Properties=species:S:1:pos:R:3:forces:R:3 method="wB97M-V/def2-TZVPD" charge=+1 homo_ev="-10.648 / -10.658" orbital_gap_ev="2.90 / 2.91" lumo_energy_ev="-7.75 / -7.75" molar_mass_g_mol=752.0 energy_ev=-63651.86843
Tl -1.00551 1.22338 1.44802 -0.34 -0.55 0.36
C 1.91917 -2.23567 -2.93639 1.06 -0.59 -0.75
C 2.10813 -0.95575 -2.10980 -0.85 -0.68 -0.48
C 3.18056 -0.97530 -1.10413 0.81 -1.14 -0.08
C 4.13251 -1.98856 -1.01512 0.14 0.24 0.23
C 5.15729 -1.89797 -0.04048 -0.29 -0.73 -1.97
C 5.28383 -0.77450 0.74227 -0.23 1.04 0.81
C 4.33535 0.26140 0.69261 0.22 0.59 -0.44
C 4.50122 1.53953 1.48396 -0.83 0.53 1.36
C 5.49160 2.48954 0.84448 1.07 0.50 -0.08
C 3.26653 0.13305 -0.22484 -0.68 0.57 0.44
N 2.15717 0.98559 -0.26082 0.15 0.22 -1.05
C 2.16107 2.24582 -0.57129 0.33 1.76 -0.05
C 0.93392 3.04921 -0.61529 -0.42 -2.27 -0.78
C 0.82025 4.48317 -0.56059 -0.46 2.20 0.02
C -0.49492 4.83475 -0.76383 2.77 1.52 0.84
C -1.16699 3.58120 -0.82114 -0.15 -1.55 -0.57
N -0.31329 2.54561 -0.80144 -0.18 -0.77 0.60
H 0.98117 -2.24457 -3.51687 0.34 0.06 0.56
H 2.04272 -3.17143 -2.34886 -0.54 0.64 -0.14
H 2.73510 -2.32962 -3.71427 -0.73 0.32 0.73
H 1.23945 -0.68937 -1.50084 -0.54 -0.18 -0.30
H 2.18824 -0.11863 -2.80469 0.20 0.14 0.07
H 4.11847 -2.83600 -1.73022 -0.01 0.73 0.68
H 5.91969 -2.68602 -0.10909 -0.27 0.46 0.58
H 6.14715 -0.67117 1.40211 -0.33 -0.02 -0.04
H 4.92270 1.24615 2.44961 -0.30 0.14 0.15
H 3.54679 2.17331 1.70925 1.34 -1.67 -0.49
H 6.54866 2.08433 0.88021 -1.20 0.59 -0.08
H 5.44087 3.50619 1.30603 0.26 -0.89 -0.13
H 5.20446 2.62220 -0.19003 0.25 0.10 -0.46
H 3.07354 2.84980 -0.92154 -0.91 -1.06 0.90
H 1.67380 5.09155 -0.30408 -0.12 0.41 -0.32
H -0.87243 5.86571 -0.74985 -0.06 -0.81 -0.04
H -2.24283 3.42656 -0.89557 0.19 -0.23 0.10
O -4.88376 0.17637 1.09687 2.89 0.92 -2.36
C -3.95394 0.54396 0.29322 -2.11 0.23 3.22
O -3.15679 1.57690 0.53227 -0.43 -1.79 -0.74
C -3.82474 -0.21466 -0.99946 -0.17 -0.97 -0.90
C -4.88638 -1.13206 -1.40120 2.61 1.44 0.31
C -4.76468 -1.56764 -2.72539 1.29 -0.52 0.66
C -3.67082 -1.41772 -3.62179 -1.23 1.14 1.75
C -2.66220 -0.62117 -3.08649 -0.91 -1.45 -0.94
C -2.66957 -0.07382 -1.81066 -1.65 -0.10 0.46
N -1.55941 -0.46197 -3.98460 3.46 2.25 -1.21
O -0.45618 -0.08604 -3.44703 -2.72 -1.19 -1.57
O -1.73406 -0.54651 -5.21944 0.47 -0.17 2.96
N -5.72649 -2.55147 -3.02749 -2.95 -2.69 -2.29
O -5.68849 -3.10249 -4.18739 -0.30 1.47 3.70
O -6.57118 -2.77593 -2.13490 1.18 -0.46 -2.56
H -5.62350 -1.59662 -0.68371 0.87 1.31 -1.09
H -3.65119 -1.84092 -4.63064 -0.04 0.15 0.64
H -1.80983 0.46222 -1.46059 0.15 0.39 0.01
S -0.88421 -1.87071 2.14938 -0.30 0.64 0.72
C -1.69989 -1.56900 3.64660 -0.15 -0.68 0.39
N -1.16946 -2.03453 4.81918 0.20 0.06 -0.71
C -1.75778 -1.94459 6.05539 0.91 -1.02 -0.36
C -2.94152 -1.30730 6.16916 -2.00 1.25 0.46
C -3.57546 -0.73810 4.99327 1.29 -0.37 0.24
C -2.96835 -0.95315 3.76355 -0.22 0.38 -0.10
H -0.28893 -2.52505 4.66086 -0.22 0.10 0.53
H -1.21822 -2.50577 6.84320 -0.55 0.72 -0.43
H -3.48861 -1.18830 7.14825 1.00 -0.31 -1.16
H -4.46909 -0.10286 5.11179 0.38 -0.73 -0.26
H -3.38070 -0.69455 2.79029 -0.48 0.40 0.43

(3)
65
Properties=species:S:1:pos:R:3:forces:R:3 method="wB97M-V/def2-TZVPD" charge=+1 e_above_lowest_kj_mol=0.0 homo_ev=-10.957 orbital_gap_ev=7.97 lumo_energy_ev=-2.99 molar_mass_g_mol=764.1 energy_ev=-71335.56061
Tl 0.42872 1.42574 -0.94019 -0.11 0.12 -0.12
C 3.46536 -0.70403 0.52804 0.19 -0.22 -0.39
O 4.20472 -1.17089 -0.60789 -0.11 -0.07 0.10
C 3.70456 -2.21128 -1.30550 0.08 0.15 0.03
C 4.56717 -2.95503 -2.09117 0.09 -0.04 -0.05
C 4.13619 -4.03154 -2.87770 -0.05 0.00 0.03
C 2.81356 -4.41951 -2.90687 0.14 -0.05 -0.08
C 1.93333 -3.67284 -2.12704 -0.26 -0.11 -0.08
C 0.52965 -3.70971 -1.90159 -0.04 -0.26 -0.12
N 0.20212 -2.74902 -1.08562 -0.02 0.27 0.21
N -1.01916 -2.47866 -0.61655 0.06 -0.20 -0.05
C -1.17658 -1.37624 0.12317 -0.40 0.37 -0.07
O -0.30024 -0.53747 0.41524 0.05 0.11 0.27
C -2.59165 -1.13886 0.56584 0.11 -0.06 0.06
C -2.83216 -0.04490 1.39091 -0.04 -0.09 0.17
C -4.12221 0.24957 1.80524 0.00 -0.07 0.04
C -5.18086 -0.54935 1.39219 0.03 0.02 0.02
C -4.94466 -1.64546 0.57118 0.01 0.01 0.02
C -3.65431 -1.94325 0.16150 0.02 -0.02 -0.04
C 2.36664 -2.60376 -1.36139 0.10 0.14 0.14
O 1.31603 -2.01186 -0.71219 0.19 -0.27 -0.21
H 4.12618 -0.02717 1.05976 0.11 -0.13 -0.20
H 3.19262 -1.53471 1.18046 0.00 -0.05 0.04
H 2.56675 -0.16731 0.22424 0.16 -0.16 -0.08
H 5.61251 -2.67036 -2.07252 -0.05 -0.04 -0.03
H 4.86676 -4.56947 -3.46605 0.00 0.01 0.01
H 2.47254 -5.25599 -3.50129 0.02 0.04 0.01
H -0.23631 -4.37596 -2.26426 0.02 0.04 0.02
H -1.99542 0.56873 1.69721 -0.04 -0.05 0.01
H -4.30262 1.10029 2.45212 0.01 -0.03 -0.02
H -6.18930 -0.32535 1.71808 0.02 -0.01 -0.01
H -5.76838 -2.27296 0.25561 0.01 0.01 0.00
H -3.46488 -2.79748 -0.47441 0.00 0.00 0.01
C -1.65246 -0.85173 -3.56965 -0.03 0.08 0.05
C -2.54506 0.04298 -2.76828 0.06 0.02 0.06
N -2.12330 0.91347 -1.89616 -0.07 0.14 0.03
C -3.17429 1.56821 -1.28178 0.32 0.11 0.12
C -4.40314 1.16739 -1.68878 -0.18 0.00 -0.05
S -4.25312 -0.03341 -2.88836 -0.07 -0.10 -0.10
C -2.90651 2.60679 -0.27105 0.26 -0.18 -0.17
C -3.82257 3.48596 0.20213 -0.15 0.06 -0.02
S -3.12031 4.47321 1.39964 -0.03 0.11 0.11
C -1.61836 3.67411 1.19541 0.07 -0.07 0.00
N -1.64639 2.72573 0.29860 -0.15 0.07 -0.18
C -0.41052 4.06966 1.98579 -0.07 -0.02 -0.08
H -0.63185 -0.47100 -3.54114 -0.01 0.01 0.01
H -1.97418 -0.90580 -4.60832 0.00 0.00 -0.01
H -1.66344 -1.85938 -3.15211 -0.01 -0.01 0.01
H -5.37132 1.49960 -1.34516 0.10 -0.02 -0.02
H -4.85496 3.59950 -0.09225 0.09 -0.01 0.03
H -0.68369 4.36110 2.99939 0.00 0.00 -0.02
H 0.09478 4.91716 1.51835 -0.02 -0.01 -0.01
H 0.28864 3.23821 2.02978 -0.01 -0.02 0.00
N 3.79862 0.55076 4.18585 0.05 0.02 -0.17
C 3.59696 1.38763 3.13143 -0.08 -0.01 0.25
C 2.50422 1.22552 2.26029 -0.30 0.40 0.23
N 2.33140 2.02752 1.22723 -0.20 0.01 0.22
C 3.22185 3.00089 1.02309 -0.01 -0.06 -0.02
C 4.29185 3.15240 1.88485 0.13 -0.01 0.06
N 4.48602 2.35651 2.93347 0.00 0.08 -0.08
H 3.09771 -0.10733 4.46854 -0.03 0.02 0.02
H 4.54061 0.77126 4.82602 0.00 0.01 0.02
H 1.77543 0.43040 2.40913 0.04 0.08 0.00
H 3.07840 3.65011 0.16688 0.00 -0.03 0.05
H 5.02233 3.93864 1.72859 -0.02 -0.03 0.02